{"formula": "C37H74BF9N3O19S2", "method": "wB97M-V/def2-TZVPD", "elements": ["C", "C", "O", "C", "C", "O", "C", "O", "C", "C", "C", "C", "C", "S", "O", "O", "O", "C", "N", "C", "C", "C", "N", "B", "O", "C", "C", "C", "N", "C", "C", "C", "F", "F", "C", "F", "F", "S", "F", "F", "F", "F", "F", "H", "H", "H", "H", "H", "H", "H", "H", "H", "H", "H", "H", "H", "H", "H", "H", "H", "H", "H", "H", "H", "H", "H", "H", "H", "H", "H", "H", "H", "H", "H", "H", "H", "H", "H", "H", "H", "H", "H", "H", "H", "H", "C", "C", "O", "C", "O", "O", "C", "H", "H", "H", "H", "H", "H", "H", "H", "C", "C", "O", "C", "O", "O", "C", "H", "H", "H", "H", "H", "H", "H", "H", "C", "C", "O", "C", "O", "O", "C", "H", "H", "H", "H", "H", "H", "H", "H", "C", "C", "O", "C", "O", "O", "C", "H", "H", "H", "H", "H", "H", "H", "H"], "coordinates": [[-5.089138, 0.658653, -2.185180], [-4.313302, 0.670688, -0.877895], [-4.760087, -0.309247, 0.045684], [-3.936271, -1.470997, 0.038345], [-2.903534, -1.292558, 1.160745], [-1.753533, -2.123478, 1.097195], [-0.956887, -1.926138, -0.021847], [-1.398705, -2.789964, -1.046739], [-0.913694, -4.117839, -0.973911], [-2.148748, -5.064630, -0.867999], [-2.506129, -5.718221, -2.207912], [-3.448792, -4.779899, -2.968885], [-3.990818, -5.397785, -4.260838], [-2.931392, -4.759575, -5.574770], [-1.556317, -4.912617, -5.250961], [-3.266582, -3.387101, -5.765976], [-3.355178, -5.561907, -6.920835], [0.024296, -4.470461, 0.188370], [1.070790, -3.411657, 0.569411], [2.327354, -3.877593, -0.136578], [3.573945, -3.003802, -0.093130], [4.495884, -3.148694, 1.118683], [5.144178, -4.475929, 1.192123], [1.112472, -3.675881, 2.090227], [0.119434, -3.194829, 2.869497], [2.130646, -4.616191, 2.822395], [2.738706, -4.004797, 4.133647], [0.591573, -2.050890, 0.160944], [1.073223, -1.719818, -1.199490], [1.214466, -0.881092, 0.979204], [0.337137, -0.221618, 2.063769], [0.886056, 1.216039, 2.276570], [0.453872, 1.926409, 1.217509], [2.219641, 1.149742, 2.316366], [0.251977, 1.872215, 3.529975], [0.105188, 1.022216, 4.520165], [-0.969842, 2.212777, 3.190759], [1.134507, 3.398877, 4.213434], [2.382533, 2.527406, 4.613900], [1.721200, 3.770077, 2.811397], [-0.135597, 4.297004, 3.940265], [0.518996, 3.101935, 5.651551], [1.854239, 4.653737, 4.824003], [-6.159328, 0.656270, -1.982958], [-4.901966, 1.568380, -2.759117], [-4.834582, -0.173423, -2.844699], [-3.232258, 0.622131, -1.069278], [-4.482194, 1.644855, -0.411189], [-3.493187, -1.521669, -0.960852], [-4.548790, -2.366390, 0.156176], [-3.403987, -1.533957, 2.097857], [-2.680733, -0.218870, 1.229890], [-1.132229, -0.914096, -0.405073], [-0.425531, -4.388751, -1.917964], [-2.052038, -5.783223, -0.050209], [-2.986929, -4.425261, -0.589204], [-1.643506, -6.017044, -2.803853], [-3.096251, -6.611541, -1.983519], [-2.964303, -3.818331, -3.154003], [-4.315321, -4.561285, -2.341707], [-3.919727, -6.485074, -4.267212], [-4.995532, -5.067109, -4.511939], [-4.264779, -5.247702, -7.083363], [-0.604146, -4.717469, 1.050364], [0.512218, -5.407562, -0.061019], [2.073943, -4.021134, -1.186576], [2.612065, -4.880746, 0.174740], [4.170894, -3.288694, -0.963931], [3.402299, -1.942070, -0.244143], [5.293151, -2.410045, 0.976801], [4.000345, -2.857873, 2.046632], [6.055786, -4.396848, 0.753242], [5.355317, -4.638351, 2.173672], [0.465627, -2.756670, 3.660647], [1.543193, -5.484857, 3.148334], [2.953993, -5.024451, 2.236876], [3.704880, -4.482853, 4.281867], [2.899216, -2.933406, 4.001218], [2.152327, -4.242355, 5.017465], [0.713647, -0.823337, -1.488005], [0.912061, -2.455776, -1.873474], [2.184048, -1.158306, 1.394866], [1.474406, -0.071838, 0.301210], [0.480438, -0.703422, 3.026419], [-0.700077, -0.066307, 1.795635], [-2.467375, -0.734184, -6.698914], [-2.051766, 0.622025, -6.167461], [-2.620087, 1.694467, -6.931011], [-3.905336, 1.953585, -6.685197], [-4.603549, 1.387238, -5.880103], [-4.289089, 2.945289, -7.490809], [-5.678809, 3.269331, -7.404663], [-2.229707, -0.815774, -7.761305], [-1.955604, -1.526508, -6.160325], [-3.539247, -0.889277, -6.595739], [-0.971224, 0.733209, -6.252422], [-2.308837, 0.736163, -5.112613], [-5.972415, 3.473403, -6.376949], [-6.277961, 2.458446, -7.816845], [-5.835957, 4.163747, -8.001226], [2.073267, 6.686904, 7.540507], [0.778014, 6.725643, 6.757026], [-0.307543, 7.206279, 7.562067], [-0.334098, 8.526452, 7.760192], [0.450360, 9.326939, 7.317487], [-1.377194, 8.806365, 8.545402], [-1.474536, 10.182120, 8.921846], [1.947944, 6.110114, 8.458418], [2.868419, 6.236605, 6.945382], [2.389126, 7.688325, 7.830948], [0.505212, 5.719773, 6.452056], [0.874715, 7.325495, 5.851040], [-1.463959, 10.830763, 8.048336], [-0.661557, 10.443094, 9.598204], [-2.420698, 10.305047, 9.441961], [-0.220188, -7.494355, -13.117944], [-1.384508, -8.033342, -12.313612], [-1.105349, -8.022349, -10.905345], [-1.192436, -6.831892, -10.309726], [-1.493811, -5.791705, -10.838505], [-0.877310, -6.989280, -9.020858], [-0.834790, -5.768396, -8.276074], [0.695307, -8.034756, -12.872248], [-0.415225, -7.595073, -14.185692], [-0.043679, -6.441789, -12.899289], [-1.561531, -9.075264, -12.575442], [-2.303790, -7.484805, -12.520579], [-1.754743, -5.212110, -8.381096], [0.015300, -5.167320, -8.600278], [-0.702752, -6.030744, -7.231844], [4.607874, 10.362504, 7.139017], [5.983883, 10.990762, 7.207849], [6.461206, 11.072885, 8.558354], [6.911218, 9.931764, 9.081091], [6.962909, 8.864160, 8.523288], [7.287006, 10.173692, 10.340119], [7.705176, 9.013178, 11.060283], [3.913138, 10.891433, 7.793011], [4.223966, 10.390296, 6.119034], [4.631600, 9.324051, 7.468564], [5.938988, 12.015445, 6.842463], [6.701615, 10.455366, 6.585476], [8.483248, 8.475243, 10.522375], [6.852462, 8.361174, 11.246714], [8.104479, 9.354048, 12.011792]], "atomic_forces_ev_per_a": [[-0.01, 0.00, -0.18], [-0.38, 0.96, -0.23], [0.19, -0.56, 0.13], [0.00, 0.69, -0.64], [-0.95, -0.12, 0.10], [0.56, -0.04, 0.36], [-0.82, -0.46, 0.29], [0.90, 0.25, 0.01], [-0.75, -1.06, 0.00], [0.38, 0.22, -0.30], [-0.98, -0.01, 0.56], [-0.09, -0.17, 0.00], [0.94, 0.12, -0.68], [-0.38, 1.25, -0.05], [0.64, -1.73, -0.09], [-1.25, 0.25, -0.27], [-0.14, 0.22, 1.52], [-1.06, 0.01, 0.17], [-0.26, -1.39, -0.19], [0.98, 0.36, -1.06], [0.54, 0.13, 0.35], [0.73, 0.31, -0.56], [-0.48, 0.34, 0.65], [0.46, -0.55, 1.41], [0.11, 1.29, -0.70], [0.55, -0.25, 0.03], [-0.04, -0.36, -0.82], [-0.14, 2.43, -1.56], [1.00, -1.24, 0.53], [-0.85, 0.04, 0.78], [1.28, 0.82, 0.62], [-1.25, -1.79, -0.09], [0.65, 0.73, -0.54], [0.62, 0.60, 0.06], [0.44, 0.62, -0.29], [0.70, -1.22, 0.87], [-1.17, 0.46, -0.63], [-0.96, 0.72, 1.53], [0.39, -0.36, -0.50], [0.29, -0.23, -0.43], [0.04, 0.27, -0.46], [-0.01, -0.11, 0.15], [0.30, 0.09, -0.14], [-0.01, -0.18, 0.06], [0.20, 0.00, 0.06], [-0.07, -0.10, 0.13], [-0.01, -0.27, 0.13], [0.00, -0.09, 0.15], [0.32, -0.31, 0.16], [-0.04, 0.08, 0.23], [0.16, -0.08, 0.08], [0.40, -0.11, -0.25], [0.19, 0.01, -0.02], [0.17, 0.48, -0.02], [0.24, -0.16, -0.20], [0.06, 0.02, 0.20], [0.04, 0.08, 0.03], [0.21, -0.17, -0.11], [-0.07, 0.01, -0.13], [0.07, -0.03, 0.13], [-0.11, -0.01, 0.03], [-0.04, -0.03, 0.01], [0.20, -0.14, -0.36], [0.11, 0.53, 0.17], [0.33, 0.12, -0.08], [-0.30, 0.21, 0.04], [-0.32, 0.07, 0.58], [-0.11, -0.16, -0.03], [-0.44, -0.05, -0.09], [-0.27, 0.27, 0.09], [-0.01, -0.32, 0.05], [-0.11, -0.20, -0.13], [0.04, -0.28, -0.13], [-0.34, -0.61, 0.24], [-0.08, 0.01, -0.21], [-0.15, 0.08, -0.13], [0.09, 0.18, 0.13], [0.03, 0.03, 0.43], [-0.18, 0.33, -0.02], [-0.10, -0.15, -0.22], [-0.41, 0.37, -0.23], [-0.11, -0.26, 0.13], [-0.09, -0.27, -0.44], [-0.57, -0.26, -0.07], [-0.10, -0.46, 0.14], [-0.14, 0.28, -0.19], [0.19, -0.45, 0.11], [-0.04, 0.16, 0.08], [0.02, -0.05, -0.10], [0.09, 0.12, -0.03], [0.04, -0.07, 0.10], [-0.24, 0.15, -0.06], [0.14, 0.01, 0.04], [0.03, 0.03, 0.00], [0.02, -0.01, 0.14], [-0.05, 0.23, -0.15], [-0.17, 0.05, -0.06], [0.02, -0.12, 0.01], [-0.01, -0.04, 0.12], [0.19, -0.03, -0.05], [0.04, 0.17, 0.21], [0.40, -0.11, -0.11], [-0.15, 0.06, -0.07], [0.06, -0.03, 0.08], [-0.12, -0.08, 0.02], [0.06, -0.04, -0.09], [-0.12, 0.23, 0.11], [-0.01, -0.11, -0.08], [-0.03, -0.02, -0.01], [-0.01, 0.02, -0.12], [-0.30, 0.04, 0.18], [-0.05, 0.15, 0.11], [0.12, -0.04, -0.01], [0.06, 0.04, -0.11], [-0.01, -0.20, -0.02], [0.17, 0.17, 0.16], [-0.01, 0.00, -0.51], [-0.10, 0.01, 0.15], [0.09, -0.05, -0.10], [-0.02, -0.11, 0.10], [-0.08, 0.00, -0.05], [0.43, 0.11, 0.02], [-0.06, -0.10, -0.07], [-0.02, -0.04, 0.02], [-0.11, 0.01, -0.03], [0.03, -0.05, 0.25], [0.06, 0.12, 0.13], [0.08, 0.09, -0.27], [-0.07, 0.04, -0.07], [0.05, -0.21, -0.09], [-0.07, -0.17, 0.24], [-0.24, -0.04, -0.44], [0.15, 0.00, 0.07], [-0.12, 0.04, -0.01], [0.04, 0.11, 0.07], [0.00, -0.01, -0.10], [0.11, -0.13, 0.20], [-0.01, 0.10, -0.11], [0.01, 0.05, 0.01], [0.09, -0.01, -0.08], [0.10, 0.07, 0.24], [0.03, -0.11, 0.16], [-0.09, -0.03, -0.08], [0.04, -0.06, -0.10], [-0.07, 0.18, -0.06]], "mulliken_charge": [-1.2422, 0.0531, -0.4812, -0.4575, -0.2634, -0.1711, -1.5451, -0.0250, 0.6987, -1.1754, -0.8297, -0.4523, -0.9485, 1.1061, -0.6366, -0.5095, -0.4524, -2.1052, 1.3634, -1.3574, -0.8787, -0.5394, -0.5796, -0.3228, -0.5444, -0.2271, -1.4906, -0.4869, -0.2852, -1.0462, -0.2066, 0.8036, -0.3101, -0.3367, 0.6046, -0.3087, -0.2983, 1.5740, -0.3041, -0.2978, -0.3033, -0.3409, -0.2891, 0.3448, 0.4060, 0.1822, 0.0426, 0.4751, 0.3508, 0.2916, 0.3159, 0.1931, 0.9537, 0.5494, 0.6983, 0.1070, 0.4116, 0.4170, 0.1990, 0.4671, 0.4408, 0.4786, 0.3731, 0.9213, 0.3725, 0.7018, 1.0115, 0.6011, 0.2174, 0.4647, 0.1091, 0.3084, 0.2117, 0.3182, 0.4680, 0.5287, 0.3683, 0.3836, 0.3060, 0.3972, 0.2914, 0.3050, 0.6625, 0.6591, -0.4628, -0.8770, -0.1971, -0.3474, 0.7566, -0.5443, -0.3466, -0.6197, 0.2909, 0.2381, 0.3121, 0.3289, 0.2198, 0.2870, 0.2880, 0.2247, -1.0586, 0.0994, -0.3805, 0.7416, -0.5484, -0.3543, -0.6366, 0.3431, 0.3472, 0.2408, 0.0630, 0.3206, 0.2942, 0.2929, 0.2255, -1.1005, -0.1643, -0.3649, 0.7475, -0.5614, -0.3459, -0.5551, 0.2934, 0.3564, 0.3133, 0.2879, 0.3070, 0.2658, 0.3383, 0.1831, -1.0052, -0.2860, -0.3471, 0.7971, -0.5635, -0.3379, -0.6353, 0.3081, 0.3898, 0.2565, 0.2925, 0.3210, 0.2919, 0.2901, 0.2264], "charge": 1, "orbital_gap_ev": 9.2, "homo_ev": -11.66}

***

{"formula": "C15H22BrCl4N2O4V", "method": "wB97M-V/def2-TZVPD", "elements": ["V", "Cl", "C", "C", "Cl", "C", "Cl", "C", "O", "C", "O", "C", "Cl", "C", "C", "C", "C", "N", "N", "H", "H", "H", "H", "H", "H", "H", "H", "H", "H", "H", "H", "Br", "C", "C", "C", "C", "H", "H", "H", "H", "H", "H", "H", "H", "H", "O", "C", "O", "H"], "coordinates": [[0.950969, 0.197987, 0.288098], [0.402114, -6.455064, -0.271737], [-0.422885, -4.933617, -0.250232], [-1.813954, -4.869862, -0.222189], [-2.726803, -6.341679, -0.213416], [-2.467896, -3.648475, -0.200390], [-4.194640, -3.567336, -0.164215], [-1.776609, -2.402799, -0.203519], [-2.361172, -1.282713, -0.171868], [-0.345550, -2.507644, -0.247160], [0.382199, -1.387606, -0.264646], [0.296336, -3.738197, -0.261822], [2.023418, -3.764349, -0.292280], [-2.240840, 3.116953, -3.138429], [-2.360460, 2.434016, -1.778854], [-2.543937, 3.499716, -0.689969], [-3.538882, 1.465132, -1.780941], [-1.107993, 1.672509, -1.622060], [-0.961730, 1.045773, -0.347688], [-3.146997, 3.682823, -3.360328], [-2.089345, 2.372591, -3.920643], [-1.394702, 3.809173, -3.150390], [-3.415407, 4.117667, -0.915825], [-1.664910, 4.146233, -0.633326], [-2.710343, 3.059658, 0.295057], [-4.471256, 2.007350, -1.952820], [-3.620620, 0.928446, -0.835365], [-3.408795, 0.719785, -2.566139], [-0.325762, 2.316160, -1.708509], [-1.561169, 0.191027, -0.333519], [-1.250154, 1.656829, 0.418052], [1.692243, 2.514767, -0.205545], [3.855527, 0.978201, 2.347151], [3.663882, -0.367261, 1.652929], [5.013149, -1.064810, 1.465647], [2.974039, -0.213183, 0.301312], [4.377271, 0.857785, 3.300129], [2.898862, 1.465107, 2.536941], [4.446095, 1.650408, 1.718602], [3.044518, -1.001160, 2.293679], [5.668485, -0.465848, 0.827036], [4.887173, -2.042540, 0.996671], [5.514912, -1.208564, 2.426261], [2.906606, -1.183622, -0.201970], [3.541717, 0.465971, -0.335549], [-0.813967, 1.534031, 2.541689], [-0.188545, 0.546684, 2.855295], [0.700635, -0.085229, 2.130696], [-0.314847, 0.078770, 3.846122]], "atomic_forces_ev_per_a": [[-0.30, -1.21, -0.25], [0.00, -0.02, 0.00], [0.03, 0.03, -0.01], [0.03, -0.01, 0.00], [-0.02, 0.00, 0.00], [0.00, -0.01, 0.01], [-0.03, 0.01, 0.00], [0.12, 0.12, -0.03], [-0.05, 0.01, 0.03], [-0.25, -0.54, 0.00], [0.51, 0.99, 0.18], [-0.22, 0.04, -0.01], [0.12, 0.01, 0.00], [0.00, -0.01, 0.02], [-0.03, 0.00, -0.01], [-0.01, -0.02, -0.02], [0.05, -0.01, 0.01], [0.11, -0.04, -0.02], [-0.17, 0.16, 0.11], [0.00, 0.01, 0.00], [0.00, 0.00, 0.00], [0.00, 0.01, -0.01], [0.00, 0.01, 0.00], [0.00, 0.01, 0.01], [0.01, 0.00, 0.00], [0.00, 0.01, 0.00], [-0.02, -0.01, 0.00], [-0.01, 0.00, 0.00], [0.00, -0.01, 0.03], [0.11, -0.04, 0.05], [0.08, 0.01, -0.01], [0.03, 0.16, 0.00], [-0.03, -0.03, 0.01], [-0.02, 0.06, 0.03], [-0.02, -0.01, 0.00], [0.19, 0.13, -0.10], [0.00, -0.02, 0.00], [0.02, 0.02, 0.00], [0.00, 0.00, 0.00], [0.00, 0.00, 0.00], [0.00, 0.00, 0.00], [0.01, 0.00, 0.00], [0.01, 0.00, 0.00], [0.00, -0.01, 0.02], [-0.02, -0.01, -0.01], [0.00, -0.07, -0.01], [-0.13, 0.11, 0.29], [-0.12, 0.16, -0.29], [0.02, 0.01, -0.03]], "mulliken_spin": [1.2000, -0.0001, 0.0006, -0.0044, -0.0006, 0.0004, 0.0000, 0.0002, -0.0053, 0.0013, -0.0179, -0.0068, -0.0004, -0.0001, -0.0013, 0.0005, 0.0005, -0.0032, -0.0040, 0.0000, 0.0001, -0.0002, 0.0002, -0.0001, -0.0013, 0.0000, 0.0005, -0.0002, 0.0004, -0.0064, -0.0019, -0.0201, -0.0031, 0.0304, -0.0012, -0.1359, 0.0001, 0.0017, 0.0000, -0.0033, -0.0007, 0.0012, -0.0014, -0.0071, -0.0006, -0.0039, 0.0067, -0.0148, 0.0013], "s_squared": 0.7871, "relative_energy_kj_mol": 126.9, "charge": -1, "orbital_gap_ev": [6.3, 7.0], "spin_multiplicity": 2, "homo_ev": [-4.53, -4.55]}